1.
{
  "formula": "C6H10N",
  "method": "ωB97M-V with the def2-TZVPD basis set",
  "total_charge": 1,
  "spin_multiplicity": 3,
  "lumo_ev": [-3.5459, -6.0404],
  "symbols": ["C", "C", "C", "C", "C", "C", "N", "H", "H", "H", "H", "H", "H", "H", "H", "H", "H"],
  "xyz": [[-2.109793, -0.873208, 0.370902], [-1.041135, -0.164884, 0.095103], [-2.312297, 0.256193, -0.599993], [1.384273, -0.797445, -0.776638], [1.383537, -0.928893, 0.730483], [0.489964, 0.019554, 0.085496], [0.884299, 1.485752, 0.234351], [-2.446916, -1.458847, 1.218183], [-2.615326, -0.022618, -1.611111], [-2.793523, 1.168869, -0.230655], [2.112445, -0.240807, -1.363283], [1.121887, -1.696410, -1.440712], [0.947910, -1.747112, 1.198793], [2.127452, -0.507378, 1.275174], [1.844203, 1.685959, 0.531302], [0.272255, 2.006041, 0.997934], [0.750764, 1.815226, -0.715327]],
  "atomic_forces_ev_per_a": [[-5.8, -4.9, 1.1], [8.1, 6.4, -2.3], [0.6, -0.9, 1.8], [0.7, -1.4, -1.6], [-0.5, 0.0, -1.7], [-4.1, -0.5, 0.0], [-1.4, 0.5, 1.4], [-0.7, 0.6, -0.1], [0.5, 0.1, -0.1], [-0.1, -0.2, 0.0], [0.6, 0.0, 0.7], [-0.5, 1.6, 1.4], [-0.7, -1.6, 0.4], [2.4, 1.0, 1.5], [0.2, -0.5, -0.3], [1.0, -1.3, -2.2], [-0.2, 1.1, 0.1]],
  "mulliken_spin": [0.9294, 0.8020, 0.0090, 0.0492, 0.0255, -0.0605, 0.0775, 0.0196, 0.0791, 0.0839, 0.0087, 0.0019, -0.0069, -0.0002, -0.0027, -0.0177, 0.0019]
}

---

2.
{
  "formula": "C6H10N",
  "method": "ωB97M-V with the def2-TZVPD basis set",
  "total_charge": 1,
  "spin_multiplicity": 3,
  "lumo_ev": [-4.2251, -5.8935],
  "symbols": ["C", "C", "C", "C", "C", "C", "N", "H", "H", "H", "H", "H", "H", "H", "H", "H", "H"],
  "xyz": [[-1.002431, -0.186673, 1.087246], [0.079321, -0.766945, 0.243087], [2.411330, -0.665782, -0.365036], [-1.855027, -0.200654, 0.080287], [-2.926707, -0.475071, -0.857888], [1.581805, 1.069791, 0.876045], [1.328100, -0.138034, 0.065948], [-1.052425, 0.348009, 2.062613], [-0.081155, -1.662189, -0.385459], [3.371586, -0.355350, 0.075067], [2.364856, -1.507774, -1.032101], [-2.785641, -1.210743, -1.564433], [-3.311275, 0.442416, -1.400592], [-3.751642, -0.811712, -0.304192], [2.187351, 0.809713, 1.674314], [0.583323, 1.373553, 1.044903], [2.042956, 1.627008, 0.155882]],
  "atomic_forces_ev_per_a": [[0.4, -0.4, -2.4], [3.3, 1.3, 0.4], [3.7, -2.4, -2.1], [-2.0, -0.2, 0.5], [-0.3, 3.4, 0.4], [-2.3, -1.7, -1.3], [-5.1, -0.6, 3.8], [0.4, -0.5, -0.8], [0.1, 0.6, 0.5], [-0.6, 0.0, -0.6], [0.1, -0.3, 0.0], [1.0, -1.7, -1.7], [0.7, -0.8, 0.6], [-1.4, -0.5, 1.1], [0.9, -0.1, 1.8], [-0.4, 1.3, 1.0], [1.4, 2.4, -1.1]],
  "mulliken_spin": [-0.0111, 0.3640, 0.6284, 0.8135, 0.0102, 0.0314, -0.0019, 0.0685, -0.0007, 0.0163, 0.0157, 0.0447, 0.0248, 0.0190, -0.0040, 0.0003, -0.0191]
}

---

3.
{
  "formula": "C6H10N2",
  "method": "ωB97M-V with the def2-TZVPD basis set",
  "smiles": "C=C[C@@H]1CCN1N=C",
  "lumo_ev": 1.1240,
  "symbols": ["C", "C", "C", "C", "C", "C", "H", "H", "H", "H", "H", "H", "H", "H", "H", "H", "N", "N"],
  "xyz": [[0.088674, 1.995557, 0.849588], [-0.222556, 1.542235, -0.358061], [-0.338538, 0.083249, -0.628634], [-1.722882, -0.552159, -0.299824], [-0.929325, -1.553379, 0.541818], [2.379547, -0.382497, -0.286170], [0.261668, 3.035544, 1.144631], [0.295512, 1.194758, 1.517044], [-0.368925, 2.189616, -1.203462], [0.088036, -0.244374, -1.594195], [-2.399579, -1.025516, -1.066090], [-2.342468, 0.100930, 0.322167], [-0.802342, -2.469894, -0.073075], [-1.221385, -1.826159, 1.621936], [3.438193, -0.690813, -0.298107], [1.989338, 0.491771, -0.908774], [0.266273, -0.739844, 0.409340], [1.540765, -1.149027, 0.309870]],
  "atomic_forces_ev_per_a": [[0.2, 0.2, -0.7], [0.2, 0.8, -0.2], [-0.3, 0.0, -0.2], [-0.9, -0.3, 0.2], [0.3, -2.3, 0.8], [-0.9, 0.2, -1.1], [-0.3, -0.5, -0.3], [0.2, -0.2, 1.1], [-0.2, 0.4, -0.2], [-0.3, 0.4, 0.0], [1.1, 0.7, 0.5], [0.2, 0.1, -0.2], [-0.2, 0.0, 0.7], [0.3, 0.5, -1.7], [-0.7, 0.3, -0.1], [1.1, -0.9, 1.0], [-0.3, 0.9, -0.3], [0.6, -0.2, 0.8]],
  "mulliken_charge": [-0.6494, -0.6033, -0.2236, -0.6468, -0.5484, -0.3089, 0.3107, 0.3032, 0.3558, 0.6620, 0.2774, 0.2707, 0.2674, 0.2672, 0.3097, 0.2256, 0.6235, -0.8929]
}

---

4.
{
  "formula": "C6H10N2",
  "method": "ωB97M-V with the def2-TZVPD basis set",
  "smiles": "[H]/N=C(N)\\C(C=C)=C/C",
  "lumo_ev": 0.5840,
  "symbols": ["C", "C", "C", "C", "C", "C", "H", "H", "H", "H", "H", "H", "H", "H", "H", "H", "N", "N"],
  "xyz": [[-1.101431, 2.122815, 0.199137], [0.128803, 1.281953, 0.119820], [0.145006, -0.030294, -0.106882], [1.357705, -0.768678, -0.299128], [2.640107, -0.304965, -0.225840], [-0.996239, -0.995007, -0.160754], [-1.838713, 1.626268, -0.487722], [-1.636399, 2.096632, 1.173448], [-0.988985, 3.110337, -0.090946], [1.109596, 1.842054, 0.195174], [1.339247, -1.857218, -0.617115], [2.811191, 0.712686, -0.145052], [3.495729, -1.029123, -0.231188], [-0.276922, -1.817005, 1.664280], [-1.664869, -2.625146, 0.935672], [-1.778901, -0.393481, -1.760518], [-0.833094, -1.926340, 0.815068], [-1.911823, -1.045487, -0.977456]],
  "atomic_forces_ev_per_a": [[-2.0, -2.9, 0.2], [0.8, 1.1, 0.1], [0.0, 0.1, -0.4], [4.2, -1.6, -0.7], [-1.3, -2.9, -0.2], [2.2, 1.4, 2.2], [0.4, 0.7, 0.5], [0.6, 0.1, -0.3], [0.5, 1.9, -0.5], [-1.2, -0.9, -0.1], [-0.6, 1.3, 0.8], [0.7, 1.8, 0.5], [-0.9, 1.0, -0.4], [-0.3, 0.4, -0.8], [2.2, 1.9, -0.4], [-0.2, -0.1, 0.6], [-2.7, -3.1, 1.6], [-2.4, -0.2, -2.8]],
  "mulliken_charge": [-1.1626, -0.0991, 0.5921, -0.2632, -0.8352, 0.4593, 0.2905, 0.2534, 0.3956, 0.1330, 0.2006, 0.2613, 0.2250, 0.2343, 0.2612, 0.3047, -0.4923, -0.7586]
}

---

5.
{
  "formula": "C6H10N2",
  "method": "ωB97M-V with the def2-TZVPD basis set",
  "lumo_ev": 0.9394,
  "symbols": ["C", "C", "C", "C", "C", "C", "N", "N", "H", "H", "H", "H", "H", "H", "H", "H", "H", "H"],
  "xyz": [[0.438541, 1.634092, -0.591835], [1.583522, -0.959919, 0.932622], [0.753624, 0.273334, 0.808064], [-0.329067, 0.387873, -0.241028], [-1.781637, 0.552046, 0.146387], [-0.336677, -0.519891, -1.514378], [1.415330, 1.359920, 0.214313], [1.227568, -1.787049, 1.820651], [0.197000, 2.416213, -1.280222], [2.324635, -1.016488, 0.206751], [0.421525, 0.443051, 1.872727], [-2.243271, -0.367877, 0.332960], [-2.378804, 1.051562, -0.511585], [-1.822806, 1.134669, 1.063411], [-0.398764, -1.523856, -1.018574], [0.498279, -0.327565, -2.169546], [-1.246665, -0.094357, -1.966057], [1.677666, -2.655758, 1.895341]],
  "atomic_forces_ev_per_a": [[0.1, -1.7, 1.8], [-2.1, -0.3, 1.2], [-0.3, -1.7, 2.2], [-1.8, 0.7, -2.4], [2.0, 0.2, 2.8], [-0.5, 0.3, 2.3], [1.5, 3.7, -1.2], [-0.9, 1.4, 0.0], [0.6, 0.6, -0.4], [1.8, -0.7, -1.2], [0.0, 0.3, -1.1], [-0.6, -1.6, 0.4], [-1.3, 1.4, -2.3], [-0.2, 0.0, 0.3], [-0.2, 0.4, -1.6], [0.4, -0.5, -0.1], [0.3, -1.2, -0.5], [1.3, -1.2, -0.3]],
  "mulliken_charge": [-0.4758, -0.5450, 0.3784, 1.3754, -1.9273, -1.5252, -0.7623, -0.5809, 0.4042, 0.5083, 0.3530, 0.4238, 0.5086, 0.4438, 0.3804, 0.3797, 0.4113, 0.2493]
}

---

6.
{
  "formula": "C6H10N2",
  "method": "ωB97M-V with the def2-TZVPD basis set",
  "smiles": "C[C@@]12CC[C@H]1N=CN2",
  "lumo_ev": 0.9739,
  "symbols": ["C", "C", "C", "C", "C", "C", "H", "H", "H", "H", "H", "H", "H", "H", "H", "H", "N", "N"],
  "xyz": [[-0.499262, -1.551349, -0.498383], [-0.408227, 0.002428, -0.239240], [-1.109564, 0.280435, 1.062481], [0.198081, 0.335277, 1.852051], [0.800843, 0.700260, 0.388880], [1.179468, 0.788346, -1.718753], [-0.669126, -2.213641, 0.536416], [0.429625, -1.848629, -0.989312], [-1.202109, -1.860182, -1.018566], [-1.794689, 1.186438, 1.060675], [-1.615230, -0.641546, 1.269524], [0.613918, -0.658925, 2.296956], [0.768318, 0.967032, 2.515251], [0.607261, 1.882467, 0.612330], [1.733924, 1.523234, -2.529581], [-0.785144, -0.094060, -2.295034], [1.981111, 0.739948, -0.759454], [-0.229199, 0.462468, -1.546241]],
  "atomic_forces_ev_per_a": [[7.6, 1.0, 8.6], [2.3, -1.7, -0.7], [-2.6, 2.1, 1.1], [4.3, -2.7, -0.2], [0.8, 0.7, 0.6], [0.2, 2.0, -3.0], [0.9, 1.6, -2.5], [0.0, -0.3, 0.3], [-7.1, -1.9, -5.2], [0.9, -1.1, 0.3], [-0.9, 0.2, 0.7], [-1.4, 1.0, -1.2], [-1.5, 1.2, 0.7], [0.1, -2.5, -1.8], [-2.3, -2.6, 0.7], [1.9, 1.8, 1.3], [-1.7, -0.1, 4.4], [-1.6, 1.6, -4.0]],
  "mulliken_charge": [-1.8494, 1.0456, -0.7603, -0.6530, -0.0480, -0.1540, 0.2756, 0.4004, 0.6781, 0.2641, 0.3252, 0.2068, 0.3878, 0.1745, 0.2813, 0.3556, -0.4820, -0.4484]
}